1.
Formula: C16H50O9
Source: the OMol25 dataset
Level of theory: wB97M-V/def2-TZVPD

Geometry as ORCA input:
```
! RIJCOSX wB97M-V def2-TZVPD def2/J DEFGRID3
* xyz 0 1
C 2.432 1.754 1.501
C 1.756 2.266 2.825
C 1.849 1.315 3.995
O 2.335 3.496 3.256
H 3.496 1.555 1.634
H 2.400 2.457 0.669
H 1.948 0.829 1.189
H 0.706 2.440 2.591
H 1.131 1.505 4.794
H 2.818 1.393 4.489
H 1.709 0.314 3.588
H 1.904 3.709 4.087
C 2.385 -5.138 -1.742
C 1.457 -3.960 -1.389
C 0.290 -3.809 -2.362
O 0.895 -4.185 -0.118
H 2.695 -4.992 -2.776
H 1.905 -6.106 -1.598
H 3.301 -5.099 -1.152
H 1.961 -3.002 -1.257
H -0.463 -3.079 -2.065
H -0.189 -4.781 -2.480
H 0.590 -3.521 -3.370
H 0.741 -3.331 0.294
C -1.530 -2.093 1.597
C -0.130 -1.532 1.734
C 0.634 -2.360 2.753
O 0.630 -1.640 0.563
H -2.178 -1.838 2.436
H -1.642 -3.168 1.453
H -1.969 -1.602 0.728
H -0.177 -0.491 2.053
H -0.038 -2.356 3.612
H 1.557 -1.862 3.049
H 0.924 -3.370 2.463
H 0.322 -0.924 0.003
C -4.607 2.016 -0.064
C -4.646 2.142 1.482
C -4.760 0.747 2.218
O -3.448 2.716 1.901
H -4.240 1.035 -0.366
H -3.869 2.661 -0.539
H -5.611 2.090 -0.481
H -5.474 2.791 1.768
H -5.685 0.256 1.917
H -4.673 0.834 3.302
H -3.957 0.103 1.861
H -3.344 3.652 1.715
C 3.820 -0.463 -1.010
C 3.519 0.413 -2.218
C 2.869 -0.348 -3.380
O 2.705 1.572 -1.889
H 2.921 -0.830 -0.515
H 4.356 0.072 -0.227
H 4.401 -1.371 -1.172
H 4.435 0.857 -2.608
H 1.973 -0.932 -3.171
H 3.507 -1.093 -3.856
H 2.472 0.433 -4.029
H 1.836 1.233 -1.661
C -0.548 1.419 -1.000
O -0.060 0.131 -1.293
H -0.493 2.284 -1.660
H -1.628 1.368 -0.864
H -0.211 1.744 -0.015
H -0.484 -0.162 -2.104
O -2.831 3.744 -2.748
H -3.253 4.575 -2.964
H -2.323 3.931 -1.958
O -1.555 -0.859 -3.335
H -1.384 -1.281 -4.177
H -1.900 0.004 -3.565
O -1.419 4.406 -0.467
H -2.182 4.551 0.093
H -0.684 4.763 0.032
*
```

Strongest force on any atom in eV/Å: 2.49
Energy in Ha: -1316.69774
Energy above the lowest of the compared OMol25 structures with the same formula, charge and spin in kcal per mole: 14.15
LUMO in eV: -0.1058
SMILES string: CC(C)O.CC(C)O.CC(C)O.CC(C)O.CC(C)O.CO.O.O.O

Löwdin charges in e: -0.035 -0.474 -0.055 -0.059 0.081 0.071 0.055 0.119 0.081 0.089 0.054 0.079 -0.042 -0.487 -0.057 -0.074 0.071 0.081 0.073 0.115 0.063 0.080 0.067 0.014 -0.044 -0.489 -0.045 -0.077 0.076 0.091 0.074 0.133 0.084 0.067 0.086 0.039 -0.043 -0.464 -0.030 -0.063 0.068 0.044 0.078 0.125 0.077 0.075 0.056 0.075 -0.052 -0.437 -0.055 -0.064 0.056 0.068 0.080 0.132 0.055 0.080 0.078 0.033 -0.136 -0.128 0.080 0.073 0.079 0.034 -0.061 0.035 -0.041 -0.022 0.065 0.061 -0.026 0.040 0.072



2.
Formula: C6H14
Source: the OMol25 dataset
Level of theory: wB97M-V/def2-TZVPD

Geometry as ORCA input:
```
! RIJCOSX wB97M-V def2-TZVPD def2/J DEFGRID3
* xyz 0 1
C -1.489 1.545 0.902
C -1.216 0.620 -0.276
C 0.365 0.530 -0.372
C 0.606 -0.271 -1.639
C 0.787 -0.220 0.877
C 1.057 -1.793 0.979
H -2.465 1.333 1.431
H -1.308 2.550 0.501
H -0.662 0.999 1.478
H -1.622 -0.386 -0.286
H -1.518 0.802 -1.344
H 0.733 1.594 -0.564
H 0.479 0.315 -2.607
H 1.625 -0.667 -1.711
H -0.201 -1.061 -1.672
H -0.685 -1.649 -2.191
H 1.610 0.333 1.265
H 2.039 -2.063 0.514
H 0.309 -2.349 0.349
H 1.005 -2.214 2.015
*
```

Strongest force on any atom in eV/Å: 4.28
Energy in Ha: -236.66964
Energy above the lowest of the compared OMol25 structures with the same formula, charge and spin in kcal per mole: 214.46
LUMO in eV: -1.9157

Löwdin charges in e: -0.098 -0.302 -0.407 -0.117 -0.094 -0.097 0.087 0.078 0.061 0.082 0.104 0.153 0.105 0.091 -0.087 0.176 0.061 0.074 0.060 0.070



3.
Formula: C41H39AsN5O2PSY
Source: the OMol25 dataset
Level of theory: wB97M-V/def2-TZVPD

Geometry as ORCA input:
```
! RIJCOSX wB97M-V def2-TZVPD def2/J DEFGRID3
* xyz 3 1
Y -0.883 2.242 0.090
O -7.789 -0.740 -2.137
N -6.611 -0.891 -2.330
O -6.092 -1.671 -3.106
C -5.684 -0.057 -1.526
C -6.103 0.303 -0.299
C -5.222 1.011 0.583
C -5.606 1.397 1.882
C -4.706 2.050 2.689
C -3.428 2.301 2.192
N -3.035 1.948 0.968
C -3.929 1.312 0.156
C -3.516 0.964 -1.180
N -2.261 1.327 -1.557
C -1.859 1.072 -2.794
C -2.681 0.462 -3.738
C -3.943 0.067 -3.369
C -4.388 0.293 -2.047
H -7.102 0.038 0.023
H -6.606 1.177 2.234
H -4.965 2.369 3.688
H -2.702 2.810 2.818
H -0.845 1.363 -3.054
H -2.318 0.296 -4.742
H -4.594 -0.417 -4.080
C 0.374 5.078 -4.906
N -0.251 4.862 -3.593
C 0.250 5.027 -2.382
S -0.808 4.644 -1.027
N 1.442 5.521 -2.100
C 2.371 6.276 -2.960
H -0.147 4.444 -5.618
H 1.416 4.779 -4.881
H 0.280 6.114 -5.225
H -1.234 4.640 -3.600
H 1.645 5.554 -1.114
H 1.822 6.887 -3.669
H 3.061 5.615 -3.478
H 2.936 6.939 -2.312
C 1.334 -0.912 2.060
C 2.542 -0.162 2.589
As 3.881 -1.318 3.532
C 2.657 -2.321 4.669
C 1.612 -1.675 5.326
C 0.827 -2.354 6.246
C 1.083 -3.689 6.526
C 2.134 -4.335 5.892
C 2.921 -3.654 4.974
C 4.082 -2.551 2.025
C 3.257 -3.641 1.748
C 3.471 -4.421 0.619
C 4.518 -4.124 -0.246
C 5.353 -3.050 0.027
C 5.136 -2.271 1.156
P 0.569 -0.095 0.625
C -0.766 -1.167 0.032
C -1.831 -1.387 0.913
C -2.905 -2.175 0.531
C -2.933 -2.739 -0.738
C -1.879 -2.523 -1.618
C -0.797 -1.742 -1.238
C 1.826 0.038 -0.662
C 2.587 -1.051 -1.089
C 3.563 -0.871 -2.058
C 3.794 0.386 -2.603
C 3.061 1.483 -2.171
C 2.087 1.302 -1.200
H 0.578 -1.101 2.826
H 1.620 -1.895 1.665
H 2.258 0.664 3.243
H 3.134 0.257 1.770
H 1.421 -0.619 5.155
H 0.030 -1.835 6.763
H 0.478 -4.219 7.249
H 2.354 -5.369 6.122
H 3.748 -4.173 4.504
H 2.461 -3.909 2.434
H 2.840 -5.280 0.430
H 4.702 -4.752 -1.108
H 6.196 -2.838 -0.620
H 5.817 -1.454 1.374
H -1.810 -0.977 1.919
H -3.708 -2.372 1.231
H -3.764 -3.365 -1.037
H -1.889 -2.986 -2.596
H 0.025 -1.595 -1.928
H 2.446 -2.036 -0.657
H 4.158 -1.717 -2.374
H 4.567 0.513 -3.350
H 3.272 2.469 -2.563
H 1.591 2.204 -0.819
*
```

Strongest force on any atom in eV/Å: 0.47
Energy in Ha: -5022.80279
Energy above the lowest of the compared OMol25 structures with the same formula, charge and spin in kcal per mole: 11.57
LUMO in eV: -9.2250

Löwdin charges in e: 1.341 0.154 -0.330 0.104 -0.045 0.105 -0.097 0.074 0.015 -0.076 -0.031 -0.148 -0.139 -0.025 -0.101 0.012 0.072 -0.042 0.153 0.149 0.136 0.129 0.123 0.134 0.132 -0.018 -0.006 -0.749 0.583 -0.002 -0.014 0.102 0.088 0.105 0.124 0.124 0.094 0.094 0.108 -0.391 -0.431 1.331 -0.433 -0.142 -0.081 -0.067 -0.060 -0.123 -0.422 -0.138 -0.075 -0.081 -0.093 -0.128 0.951 -0.397 -0.116 -0.059 -0.043 -0.047 -0.082 -0.393 -0.059 -0.024 -0.027 -0.062 -0.149 0.081 0.066 0.058 0.048 0.091 0.106 0.113 0.116 0.108 0.098 0.112 0.113 0.113 0.098 0.107 0.121 0.124 0.124 0.107 0.112 0.120 0.126 0.107 0.040